1.
Molecular formula: C71H81FGaN13O4P
Method: DFT, ωB97M-V with the def2-TZVPD basis set

Geometry as XYZ:
```
172
C71H81FGaN13O4P, DFT ωB97M-V with the def2-TZVPD basis set
C 3.26296 -2.62203 -2.38465
C 2.98599 -2.51203 -3.87330
O 1.81560 -3.18652 -4.27948
C 0.64629 -2.69909 -3.59342
C -0.60587 -2.84820 -4.41075
Ga -2.12683 -2.11243 -3.22620
C -3.98089 -2.74680 -3.79573
C -4.67129 -3.32847 -2.59096
F -4.96182 -2.28588 -1.70609
P -1.98894 0.24155 -2.96679
O -2.93317 0.69653 -1.93929
O -0.47057 0.61930 -2.40765
O -2.15561 1.14856 -4.32114
H 2.62698 -1.99667 -1.77461
H 4.28735 -2.31201 -2.19819
H 3.16922 -3.65087 -2.06057
H 3.79286 -3.02713 -4.38020
H 2.95178 -1.46671 -4.17792
H 0.49410 -3.20965 -2.64520
H 0.77745 -1.63553 -3.38498
H -0.73857 -3.90364 -4.62908
H -0.49050 -2.28600 -5.33280
H -1.82335 -2.71056 -1.76160
H -3.96231 -3.45050 -4.62047
H -4.57115 -1.88126 -4.08574
H -3.96960 -3.97356 -2.07078
H -5.59100 -3.85855 -2.83203
H -0.28425 -0.08985 -1.76884
H -1.27684 1.33835 -4.69135
N 7.17733 -1.26652 -4.24258
C 7.14426 -2.57134 -3.98453
C 8.11927 -3.23632 -3.25713
C 9.19067 -2.50379 -2.77232
C 9.24364 -1.14283 -3.02956
C 8.21329 -0.58023 -3.76554
H 6.28828 -3.10405 -4.38431
H 8.03810 -4.29950 -3.07651
H 9.97328 -2.98637 -2.20017
H 10.05553 -0.53059 -2.67354
H 8.21124 0.47937 -3.98870
N -1.46095 -5.30624 0.21848
C -2.36373 -6.26678 0.39291
C -2.97359 -6.54282 1.60691
C -2.62106 -5.78974 2.71153
C -1.66790 -4.80010 2.56771
C -1.12036 -4.59056 1.29927
H -2.61809 -6.83328 -0.49734
H -3.71326 -7.32895 1.68103
H -3.07707 -5.97196 3.67514
H -1.36073 -4.19733 3.40847
H -0.38324 -3.81252 1.13066
N -2.91459 -3.74976 5.40338
C -2.41003 -2.61715 5.88485
C -3.01554 -1.85853 6.87657
C -4.22623 -2.30495 7.38663
C -4.77099 -3.47955 6.89170
C -4.07192 -4.16605 5.91369
H -1.47264 -2.29832 5.44022
H -2.56115 -0.94213 7.23139
H -4.74350 -1.73589 8.15018
H -5.72248 -3.85020 7.24839
H -4.47631 -5.08261 5.49572
N -1.77347 -5.94086 -5.61677
C -0.61999 -6.60083 -5.62970
C -0.52033 -7.97945 -5.50594
C -1.68567 -8.71214 -5.35637
C -2.89638 -8.03970 -5.33808
C -2.88285 -6.65898 -5.47288
H 0.26628 -5.98431 -5.74336
H 0.44701 -8.46275 -5.52457
H -1.65128 -9.78984 -5.25420
H -3.83126 -8.57113 -5.22095
H -3.80754 -6.09098 -5.46508
N 0.23131 -2.24299 -8.42123
C 1.21443 -1.57228 -7.82525
C 1.65340 -0.32357 -8.24372
C 1.03989 0.25849 -9.33980
C 0.01566 -0.42730 -9.97104
C -0.34739 -1.66901 -9.47164
H 1.66479 -2.06408 -6.96818
H 2.45575 0.17739 -7.71940
H 1.35380 1.23181 -9.69608
H -0.49224 -0.01035 -10.83029
H -1.14714 -2.23940 -9.93248
N -2.05494 0.03585 9.61333
C -1.50777 1.15778 10.06876
C -1.59320 1.57520 11.38846
C -2.28958 0.78032 12.28396
C -2.86726 -0.39208 11.82482
C -2.71981 -0.71684 10.48452
H -0.97737 1.74606 9.32745
H -1.12653 2.49853 11.70341
H -2.38120 1.06987 13.32326
H -3.42080 -1.04153 12.48906
H -3.15378 -1.62593 10.08205
N -6.11504 -3.33836 2.29079
C -5.06585 -3.04137 3.05237
C -4.11270 -2.10020 2.72516
C -4.21973 -1.42700 1.53541
C -5.30361 -1.70491 0.71747
C -6.22175 -2.65801 1.14412
H -4.92518 -3.60113 3.95733
H -3.27705 -1.92252 3.38941
H -3.47310 -0.69887 1.24407
H -5.42956 -1.20356 -0.22946
H -7.08317 -2.90817 0.53297
N -3.58797 2.31853 0.90887
C -4.46981 3.23817 1.29566
C -5.28342 3.94266 0.42308
C -5.17332 3.67932 -0.93345
C -4.26144 2.72765 -1.35475
C -3.49422 2.07359 -0.39849
H -4.52124 3.41580 2.36586
H -5.98341 4.67891 0.79705
H -5.78950 4.20877 -1.65100
H -4.14109 2.49060 -2.40245
H -2.76852 1.31874 -0.68504
N 10.35663 1.86193 -2.52251
C 9.66558 2.88506 -3.02537
C 9.90372 4.21006 -2.69791
C 10.91356 4.49119 -1.79349
C 11.64121 3.44337 -1.25688
C 11.32349 2.15366 -1.65544
H 8.88191 2.62275 -3.72686
H 9.31407 5.00075 -3.14051
H 11.13072 5.51422 -1.51349
H 12.43794 3.61922 -0.54752
H 11.87051 1.30252 -1.26292
N 12.54061 6.80686 -4.53545
C 12.51840 7.62497 -5.58513
C 12.32160 7.19887 -6.88948
C 12.13993 5.84473 -7.11866
C 12.16133 4.97820 -6.03917
C 12.36339 5.50935 -4.77439
H 12.66661 8.67590 -5.36160
H 12.31080 7.91077 -7.70319
H 11.98339 5.47128 -8.12243
H 12.02323 3.91384 -6.17118
H 12.38483 4.86969 -3.90224
N -0.42846 2.45844 6.63850
C 0.62194 3.06835 7.18421
C 1.22057 4.19910 6.65178
C 0.70094 4.72806 5.48183
C -0.39016 4.10793 4.89855
C -0.91481 2.98242 5.51578
H 0.99933 2.61946 8.09765
H 2.07194 4.65168 7.14168
H 1.14028 5.60900 5.03173
H -0.82670 4.48429 3.98412
H -1.76923 2.46668 5.09208
N -5.95135 0.77515 8.10279
C -6.98534 1.42211 8.63525
C -8.08417 1.84921 7.90626
C -8.11081 1.59188 6.54466
C -7.04356 0.92150 5.97238
C -5.99416 0.53693 6.79335
H -6.92275 1.60451 9.70305
H -8.89739 2.36926 8.39398
H -8.95065 1.90863 5.93957
H -7.02102 0.69870 4.91426
H -5.14027 0.00821 6.38729
N -4.50953 9.81146 0.26621
C -3.34945 9.44976 0.80970
C -2.87530 8.14660 0.82087
C -3.65306 7.16102 0.23709
C -4.86269 7.51764 -0.33292
C -5.24193 8.85046 -0.29275
H -2.77444 10.25278 1.25839
H -1.92297 7.91164 1.27551
H -3.32164 6.13020 0.22378
H -5.49752 6.77766 -0.80028
H -6.18044 9.17370 -0.73034
```

Properties
Net charge: -1

2.
Molecular formula: CH5N3
Method: DFT, ωB97M-V with the def2-TZVPD basis set

Geometry as XYZ:
```
9
CH5N3, DFT ωB97M-V with the def2-TZVPD basis set
C -0.78945 -0.29011 -0.03855
H 1.69162 -0.87967 -0.72969
H 1.70884 -0.45013 0.89787
H 0.24036 1.57395 -0.16343
H -0.47606 -1.35128 0.08682
H -2.30302 0.89585 -0.04917
N 1.62340 -0.01500 -0.03768
N 0.30483 0.56473 0.02580
N -2.00051 -0.04834 0.00803
```

Properties
Net charge: 0

3.
Molecular formula: C43H35N4PtSSbSe
Method: DFT, ωB97M-V with the def2-TZVPD basis set

Geometry as XYZ:
```
86
C43H35N4PtSSbSe, DFT ωB97M-V with the def2-TZVPD basis set
Pt -0.45818 0.91663 0.09107
S 3.91805 -0.05976 -1.07125
C 3.23738 -1.36450 -0.21054
C 1.95890 -1.09862 0.17848
C 1.47413 0.19052 -0.21863
C 2.45663 0.86675 -0.89894
C 2.40380 2.23249 -1.43511
C 3.06175 2.57406 -2.62139
C 2.98192 3.86605 -3.09770
C 2.23768 4.80118 -2.39009
C 1.62511 4.38780 -1.22221
N 1.70861 3.14769 -0.73803
H 3.81298 -2.26066 -0.03736
H 1.36689 -1.81057 0.74099
H 3.60610 1.81397 -3.16594
H 3.48055 4.14032 -4.01833
H 2.13717 5.82222 -2.72968
H 1.04519 5.08872 -0.63016
C 2.38491 -0.78895 3.88663
N 2.61951 0.43335 3.14776
C 1.66991 1.23788 2.62744
Se -0.16872 1.03081 2.71856
N 2.28726 2.21442 1.93942
C 3.65528 2.00145 1.94571
C 4.70164 2.67499 1.33727
C 5.97457 2.16773 1.54131
C 6.19228 1.03371 2.32858
C 5.14354 0.36393 2.94006
C 3.87250 0.87128 2.72726
H 1.31378 -0.97384 3.90558
H 2.76073 -0.69718 4.90550
H 2.88702 -1.61482 3.38182
H 1.79808 2.74155 1.21110
H 4.52767 3.54662 0.72019
H 6.82020 2.65746 1.07757
H 7.20164 0.66876 2.46247
H 5.31208 -0.51528 3.54694
C -1.62491 2.02014 -1.36774
C -2.34582 2.49155 -0.21143
C -1.90032 3.63172 0.51745
C -2.53785 4.04733 1.65736
C -3.66799 3.36006 2.12586
C -4.16365 2.26938 1.39701
C -3.53062 1.85244 0.25243
C -4.32321 3.78267 3.32336
N -4.85169 4.12202 4.28871
H -0.95946 2.73486 -1.84358
H -2.18563 1.41912 -2.07630
H -1.02109 4.15712 0.16441
H -2.17046 4.90251 2.20898
H -5.05386 1.75932 1.74163
H -3.92758 1.01309 -0.30627
C -0.47881 -5.07605 2.45809
C -0.43194 -5.30383 1.08939
C -0.72652 -4.27717 0.20196
C -1.06934 -3.01591 0.67958
C -1.10291 -2.78945 2.05420
C -0.81488 -3.81902 2.94070
Sb -1.47489 -1.36847 -0.60406
C -3.56198 -1.65283 -0.91733
C -4.15153 -1.23427 -2.10801
C -5.52818 -1.30420 -2.27247
C -6.32577 -1.78846 -1.24494
C -5.74501 -2.20623 -0.05556
C -4.36823 -2.13698 0.10880
C -0.78020 -2.10302 -2.47032
C 0.34886 -1.52842 -3.04742
C 0.82611 -2.00018 -4.26356
C 0.17698 -3.04230 -4.90936
C -0.95451 -3.61401 -4.34248
C -1.43299 -3.14450 -3.12736
H -0.24993 -5.87824 3.14803
H -0.16338 -6.28220 0.71155
H -0.67445 -4.46184 -0.86446
H -1.32816 -1.79963 2.43746
H -0.84948 -3.63664 4.00763
H -3.53651 -0.85712 -2.91846
H -5.97774 -0.97837 -3.20180
H -7.39941 -1.84032 -1.37123
H -6.36517 -2.58603 0.74637
H -3.92506 -2.46641 1.04235
H 0.85575 -0.71077 -2.54689
H 1.70596 -1.55035 -4.70605
H 0.54920 -3.40755 -5.85806
H -1.46608 -4.42327 -4.84795
H -2.32424 -3.58749 -2.69653
```

Properties
Net charge: 0
Spin multiplicity: 3

4.
Molecular formula: C26H54ClFN5O4
Method: DFT, ωB97M-V with the def2-TZVPD basis set

Geometry as XYZ:
```
91
C26H54ClFN5O4, DFT ωB97M-V with the def2-TZVPD basis set
C 3.05821 1.28439 2.96444
C 2.53755 2.55944 2.31154
C 2.01567 3.61271 3.32761
C 1.56398 2.24823 1.18149
C 0.27992 1.55194 1.55373
C -0.08091 1.35309 2.89524
C -1.25783 0.73115 3.22378
Cl -1.78248 0.44156 4.80524
N -2.06515 0.33671 2.20840
F -3.23320 -0.25761 2.51682
C -1.78951 0.47770 0.89736
N -2.71934 0.00165 0.01374
C -0.56386 1.08678 0.53963
C -0.27038 1.22625 -0.92124
C -0.29827 -0.10735 -1.70711
C 1.03050 -0.47703 -2.39788
C 0.74223 -1.04836 -3.79052
C 1.98592 -1.51821 -4.52424
N 1.57677 -2.29917 -5.71467
H 3.66049 1.49073 3.84035
H 3.73326 0.79928 2.26059
H 2.27331 0.56932 3.18812
H 3.39835 3.02559 1.84020
H 1.00808 3.95060 3.10700
H 2.70425 4.44531 3.38111
H 1.99725 3.16613 4.31951
H 2.08600 1.60751 0.47361
H 1.29845 3.14601 0.62522
H 0.55801 1.66982 3.69605
H -3.67578 0.08021 0.34307
H -2.67100 0.48277 -0.88926
H 0.69747 1.66994 -1.09092
H -1.00223 1.90736 -1.35702
H -0.58661 -0.93895 -1.07605
H -1.06854 -0.04961 -2.46814
H 1.70627 0.37176 -2.46070
H 1.49354 -1.28762 -1.84081
H 0.21370 -0.29317 -4.36968
H 0.10217 -1.91908 -3.67170
H 2.56091 -0.64838 -4.84107
H 2.58143 -2.15105 -3.87564
H 1.54336 -1.68891 -6.52062
H 2.29470 -2.98011 -5.93028
C -4.64515 5.54859 -4.62886
O -5.57836 4.48531 -4.58180
C -5.68829 3.74877 -5.79579
C -5.16633 2.34023 -5.61701
N -3.71923 2.33433 -5.42894
C -3.16628 1.04942 -5.01874
C -3.59920 0.47775 -3.67405
O -3.14237 1.22929 -2.54873
C -3.96589 2.33045 -2.17356
H -4.75217 6.11793 -3.70707
H -3.61272 5.18663 -4.69951
H -4.84565 6.21419 -5.47223
H -5.17236 4.25879 -6.61314
H -6.74986 3.69616 -6.05004
H -5.41220 1.75085 -6.50414
H -5.69875 1.90138 -4.76192
H -3.47711 3.03029 -4.73632
H -2.07807 1.15912 -4.99716
H -3.39157 0.31004 -5.79216
H -3.13818 -0.50918 -3.57670
H -4.68036 0.32306 -3.60718
H -5.01864 2.14029 -2.38582
H -3.65361 3.25036 -2.66995
H -3.85024 2.48386 -1.09748
C 1.30467 -2.32361 3.04806
O 2.02560 -2.00662 4.22071
C 1.52353 -2.65673 5.38969
C 2.49736 -3.69653 5.89808
N 2.57733 -4.83263 4.98995
C 3.64785 -5.78195 5.29183
C 5.08954 -5.29416 5.19840
O 5.51372 -4.98007 3.88456
C 5.22381 -3.67047 3.44215
H 1.66138 -1.66983 2.25027
H 1.46423 -3.36239 2.74475
H 0.23003 -2.15152 3.18694
H 0.54195 -3.09949 5.19870
H 1.40265 -1.88797 6.15833
H 2.15764 -4.04743 6.87635
H 3.46814 -3.20139 6.03580
H 2.70920 -4.49130 4.04739
H 3.53784 -6.61793 4.59772
H 3.48011 -6.18250 6.29601
H 5.72891 -6.11749 5.52501
H 5.29426 -4.45570 5.87502
H 5.23699 -2.94993 4.26452
H 4.25709 -3.62150 2.93007
H 5.99210 -3.38817 2.72170
```

Properties
Net charge: +1

5.
Molecular formula: C2H9BCuO2Si
Method: DFT, ωB97M-V with the def2-TZVPD basis set

Geometry as XYZ:
```
16
C2H9BCuO2Si, DFT ωB97M-V with the def2-TZVPD basis set
C 2.30074 -0.83459 0.09368
C 1.36514 0.43318 0.59479
O 0.46846 0.76078 -0.52426
B -0.95314 0.54989 -0.18944
O -1.86659 1.73064 -0.36079
Si -1.77563 -1.09454 0.39716
H 2.02554 -1.83442 0.63835
H 3.45582 -0.58520 0.12522
H 2.05457 -1.01770 -1.05989
H 2.11926 1.33979 0.76034
H 0.83595 0.26388 1.62506
H -2.00616 1.74626 -1.37308
H -3.04272 -1.41450 -0.28828
H -0.79472 -2.16993 0.35002
H -2.14378 -0.89332 1.81633
Cu -2.04272 3.01978 -2.60522
```

Properties
Net charge: +1

6.
Molecular formula: C55H47IKN10P
Method: DFT, ωB97M-V with the def2-TZVPD basis set

Geometry as XYZ:
```
115
C55H47IKN10P, DFT ωB97M-V with the def2-TZVPD basis set
K 0.07618 -0.40506 1.25204
C -0.42759 -2.38345 -3.67772
N -0.57662 -2.67133 -2.25638
C 0.43477 -2.56819 -1.30973
N 0.05062 -2.77368 -0.05498
C -1.35650 -2.94625 -0.14842
C -1.75186 -2.75488 -1.48045
C -3.04977 -2.80141 -2.14753
C -3.75373 -4.02309 -2.13194
C -5.05778 -4.06855 -2.65929
C -5.46318 -2.96098 -3.38577
C -4.72488 -1.74763 -3.49186
C -3.55306 -1.70351 -2.79258
C -2.11756 -3.36141 1.08413
C -1.55530 -4.31217 1.98724
C -2.25977 -4.90961 2.98533
C -3.65465 -4.65189 3.05858
C -4.23268 -3.76517 2.19569
C -3.45013 -3.02318 1.29418
P 2.05894 -1.89868 -1.69488
C 2.68631 -1.32033 -0.03077
N 2.95742 -0.02262 0.14126
C 3.21648 0.11405 1.44737
C 3.06820 -1.07466 2.14494
N 2.78730 -2.00284 1.13749
C 2.65565 -3.46443 1.32262
C 3.21458 -1.48821 3.56351
C 4.52350 -1.69655 4.03338
C 4.66787 -2.09261 5.35254
C 3.55256 -2.29456 6.13999
C 2.27232 -2.16455 5.64659
C 2.07976 -1.66642 4.38382
C 3.59101 1.44541 1.97860
C 4.18167 2.40415 1.10037
C 4.57125 3.66401 1.54598
C 4.40139 3.99864 2.89201
C 3.90977 3.02705 3.79754
C 3.49647 1.76779 3.29631
C 1.27516 -0.29116 -2.13522
N 0.09331 0.16212 -1.87450
C -0.06918 1.33726 -2.53795
C 1.13476 1.74473 -3.05479
N 1.97717 0.57797 -2.86456
C 3.35385 0.39452 -3.21742
C 1.60945 2.79880 -3.89528
C 2.70717 3.62707 -3.55392
C 3.26290 4.39473 -4.55217
C 2.77885 4.44403 -5.85492
C 1.58296 3.78474 -6.12275
C 1.08883 2.88500 -5.20644
C -1.39568 2.07895 -2.46453
C -2.19234 1.90553 -3.69685
C -3.06207 2.85987 -4.01930
C -3.21956 4.13642 -3.26845
C -2.46009 4.37328 -2.16537
C -1.47578 3.36546 -1.59753
H 0.67339 -2.58578 -3.97650
H -0.64403 -1.37291 -3.90055
H -1.04333 -3.05871 -4.30539
H -3.34076 -4.87502 -1.56877
H -5.65952 -4.98514 -2.64110
H -6.39585 -2.95969 -3.94899
H -5.09245 -0.91275 -4.05723
H -2.91883 -0.83418 -2.76586
H -0.52813 -4.61465 1.85855
H -1.83013 -5.58179 3.73313
H -4.26984 -5.09040 3.90471
H -5.30652 -3.59681 2.16610
H -3.84080 -2.19382 0.74250
H 3.29456 -3.80973 2.15362
H 2.95433 -3.93129 0.42203
H 1.63414 -3.79832 1.51893
H 5.32624 -1.57189 3.35657
H 5.58151 -2.57854 5.68818
H 3.69421 -2.58241 7.13969
H 1.46138 -2.23509 6.35729
H 1.11506 -1.63473 3.95554
H 4.43882 2.12550 0.08112
H 4.93032 4.36424 0.80151
H 4.62459 4.96503 3.24964
H 3.67682 3.25589 4.84883
H 3.00747 1.17168 4.04507
H 3.57308 1.15593 -3.99297
H 3.50384 -0.62091 -3.57677
H 3.94611 0.49847 -2.31136
H 3.27551 3.53394 -2.61250
H 4.16958 4.85139 -4.34042
H 3.25383 5.00447 -6.67113
H 1.20296 3.76187 -7.15159
H 0.24305 2.25556 -5.53323
H -2.10723 0.93367 -4.27125
H -3.66406 2.79767 -4.93818
H -3.89002 4.95122 -3.58997
H -2.54956 5.33039 -1.67045
H -0.56179 3.73108 -1.26819
N -1.99738 2.88604 2.68856
C -1.19774 3.94948 2.32073
C 0.11329 3.43376 2.31071
N 0.10126 2.07020 2.63456
C -1.16561 1.83107 2.88917
C -1.70194 0.53816 3.26841
N -0.96895 -0.42889 3.80523
C -1.95055 -1.41713 4.16637
C -3.17433 -0.95922 3.83507
N -3.00514 0.27247 3.29328
H -3.06183 2.73607 2.53551
H -1.60277 4.91373 2.04841
H 1.04957 3.89642 1.93404
H -1.72339 -2.38309 4.61385
H -4.15507 -1.41835 3.90585
H -3.81417 0.75293 2.92345
I -5.45184 2.41780 1.83337
C -2.08538 2.04686 -1.07228
H -1.44402 1.53824 -0.32054
H -3.16057 2.07744 -0.98163
```

Properties
Net charge: 0

M (computed, Da): 1300.21, 59.07, 1035.65, 555.20, 167.54, 1045.03
Total energy (computed, a.u.): -6132.8473, -205.3080, -5037.7562, -2157.4770, -2186.5193, -3910.6532